# 1
C26H23BrN3O6S2Tl as an isolated structure. Source: the Open Molecules 2025 dataset; level of theory: ωB97M-V with the def2-TZVPD basis set.

Atoms and positions in Å:
Tl 0.92 -0.75 -0.97
C 5.75 0.81 0.94
C 4.33 0.61 0.44
N 3.44 0.13 1.49
C 2.86 1.15 2.37
C 3.46 1.15 3.77
C 3.17 -1.18 1.66
S 3.89 -2.40 0.74
N 2.31 -1.49 2.69
C 1.03 -1.30 2.53
O 0.42 -0.88 1.49
C 0.17 -1.58 3.74
C 0.65 -2.33 4.81
C -0.16 -2.57 5.90
C -1.45 -2.06 5.95
C -1.93 -1.30 4.89
C -1.12 -1.06 3.78
H 6.40 1.14 0.12
H 6.14 -0.13 1.34
H 5.79 1.57 1.72
H 4.32 -0.13 -0.37
H 3.90 1.54 0.05
H 1.78 1.03 2.41
H 3.04 2.11 1.89
H 3.28 0.20 4.27
H 2.99 1.94 4.36
H 4.53 1.34 3.74
H 1.66 -2.72 4.75
H 0.21 -3.17 6.73
H -2.09 -2.25 6.81
H -2.93 -0.89 4.91
H -1.47 -0.48 2.94
Br -3.65 1.14 1.55
C -2.08 2.20 1.76
C -2.01 3.08 2.83
C -0.87 3.86 2.97
C 0.16 3.76 2.05
C 0.09 2.85 1.00
C -1.04 2.06 0.85
C 1.30 2.72 0.06
O 2.12 3.64 0.07
O 1.37 1.65 -0.61
H -2.83 3.15 3.53
H -0.80 4.55 3.80
H 1.06 4.37 2.13
H -1.12 1.35 0.03
O -4.90 -3.17 -3.22
S -4.88 -2.10 -2.24
O -6.14 -1.42 -2.05
N -3.67 -1.08 -2.49
C -2.76 -1.13 -1.51
O -1.72 -0.46 -1.44
C -3.12 -2.11 -0.41
C -2.43 -2.39 0.76
C -2.97 -3.32 1.63
C -4.18 -3.95 1.35
C -4.88 -3.67 0.18
C -4.32 -2.74 -0.68
H -1.49 -1.88 0.98
H -2.45 -3.55 2.56
H -4.59 -4.67 2.05
H -5.82 -4.15 -0.05

Total charge: -2
Gap between HOMO and LUMO, eV: 7.22
E_LUMO, eV: 4.327
Largest force on an atom, hartree/bohr: 0.003
Highest occupied orbital energy, eV: -2.9

# 2
C26H23Cl2LiN4PS as an isolated structure at a distorted geometry. Source: the Open Molecules 2025 dataset; level of theory: ωB97M-V with the def2-TZVPD basis set.

Atoms and positions in Å:
Li -1.84 1.25 1.49
N 0.02 4.62 3.67
C -0.78 3.54 3.36
S -1.64 3.59 1.87
N -0.60 2.48 4.12
N -1.09 1.41 3.54
C -1.10 0.22 4.11
C -1.85 -0.82 3.49
C -1.93 -2.05 4.15
C -2.72 -3.11 3.64
C -3.50 -2.75 2.53
C -3.51 -1.46 2.05
N -2.72 -0.52 2.50
H -0.17 5.60 3.38
H 0.68 4.47 4.44
H -0.42 -0.02 4.93
H -1.36 -2.11 5.06
H -2.51 -4.14 3.98
H -4.10 -3.45 1.99
H -4.13 -1.26 1.14
Cl -3.20 1.01 -0.70
C -2.28 0.58 -2.13
C -2.97 0.77 -3.34
C -2.47 0.22 -4.54
C -1.22 -0.28 -4.58
C -0.53 -0.50 -3.37
C -0.98 0.00 -2.15
P 0.13 0.03 -0.66
C 1.48 1.21 -1.27
C 1.39 2.40 -0.58
C 2.12 3.55 -1.01
C 2.81 3.51 -2.23
C 2.91 2.27 -2.94
C 2.22 1.12 -2.45
C 0.93 -1.51 -0.81
C 2.40 -1.54 -0.48
C 2.94 -2.90 -0.38
C 2.24 -4.00 -0.81
C 0.88 -3.87 -1.25
C 0.27 -2.64 -1.26
H -3.97 1.15 -3.31
H -3.14 0.24 -5.44
H -0.78 -0.65 -5.50
H 0.41 -1.02 -3.48
H 0.84 2.47 0.34
H 2.20 4.49 -0.34
H 3.30 4.43 -2.63
H 3.57 2.18 -3.80
H 2.18 0.25 -3.10
H 2.90 -0.96 -1.30
H 3.93 -3.05 0.13
H 2.72 -4.97 -0.93
H 0.36 -4.72 -1.64
H -0.78 -2.56 -1.43
Cl 4.49 -0.19 0.52
C 2.87 -0.74 0.77
H 2.86 -1.36 1.65
H 2.23 0.11 0.98

Total charge: -1
Gap between HOMO and LUMO, eV: 4.25
E_LUMO, eV: 2.158
Largest force on an atom, hartree/bohr: 0.063
Highest occupied orbital energy, eV: -2.1

# 3
C26H23F2N5O4 in the gas phase at a distorted geometry. Source: the Open Molecules 2025 dataset; level of theory: ωB97M-V with the def2-TZVPD basis set.

Atoms and positions in Å:
C -4.41 -0.66 2.37
O -3.78 0.60 2.21
C -2.44 0.63 2.07
C -1.59 -0.44 2.30
C -0.24 -0.33 2.03
C 0.30 0.86 1.52
C 1.68 0.86 1.06
C 2.39 2.06 0.78
C 3.65 1.99 0.26
C 4.49 3.19 -0.07
F 4.54 4.05 0.98
F 3.92 3.89 -1.09
N 4.18 0.77 0.02
N 5.36 0.49 -0.51
C 5.43 -0.84 -0.53
C 4.27 -1.45 -0.04
C 4.13 -2.90 0.14
O 5.09 -3.62 0.33
N 2.87 -3.43 0.18
C 1.64 -2.90 -0.20
C 0.49 -3.29 0.49
C -0.73 -2.74 0.16
C -0.86 -1.80 -0.86
C -2.23 -1.27 -1.07
O -3.19 -1.91 -0.66
N -2.42 -0.10 -1.73
C -1.43 0.91 -2.02
C -2.08 2.31 -2.03
O -3.03 2.45 -1.01
C -4.13 1.56 -1.15
C -3.78 0.33 -1.99
C 0.27 -1.52 -1.63
C 1.50 -2.06 -1.30
C 3.44 -0.38 0.33
N 2.23 -0.32 0.85
C -0.55 1.96 1.37
C -1.89 1.85 1.65
H -4.14 -1.34 1.54
H -4.15 -1.13 3.32
H -5.48 -0.47 2.34
H -1.97 -1.38 2.67
H 0.42 -1.16 2.19
H 1.97 3.03 1.00
H 5.51 2.91 -0.36
H 6.31 -1.32 -0.91
H 2.85 -4.37 0.56
H 0.57 -4.01 1.30
H -1.62 -3.03 0.70
H -0.98 0.75 -3.01
H -0.65 0.88 -1.26
H -1.32 3.07 -1.85
H -2.54 2.51 -3.01
H -4.41 1.28 -0.13
H -4.97 2.10 -1.61
H -3.88 0.55 -3.06
H -4.45 -0.49 -1.74
H 0.21 -0.92 -2.52
H 2.37 -1.84 -1.91
H -0.18 2.90 0.99
H -2.56 2.69 1.51

Gap between HOMO and LUMO, eV: 7.82
E_LUMO, eV: -0.541
Largest force on an atom, hartree/bohr: 0.025
SMILES string: COc1ccc(-c2cc(C(F)F)n3ncc(C(=O)Nc4ccc(C(=O)N5CCOCC5)cc4)c3n2)cc1
Highest occupied orbital energy, eV: -8.4

# 4
C26H23N3OPSTl as an isolated structure at a distorted geometry. Source: the Open Molecules 2025 dataset; level of theory: ωB97M-V with the def2-TZVPD basis set.

Atoms and positions in Å:
Tl -0.22 -0.12 -1.52
O 1.06 1.11 1.57
N -0.04 0.38 1.14
C -0.79 0.10 2.12
C -2.03 -0.68 2.02
C -2.98 -0.41 2.99
C -4.25 -0.97 2.93
C -4.60 -1.81 1.89
C -3.66 -2.11 0.92
C -2.36 -1.60 1.00
P -1.22 -2.17 -0.21
C 0.33 -2.75 0.49
C 0.48 -2.98 1.85
C 1.67 -3.52 2.33
C 2.70 -3.82 1.45
C 2.54 -3.60 0.08
C 1.36 -3.06 -0.40
C -1.82 -3.55 -1.17
C -2.23 -4.69 -0.46
C -2.59 -5.82 -1.18
C -2.52 -5.82 -2.57
C -2.10 -4.70 -3.26
C -1.75 -3.55 -2.56
H 1.34 1.63 0.81
H -0.55 0.53 3.09
H -2.73 0.27 3.79
H -4.99 -0.71 3.68
H -5.59 -2.24 1.84
H -3.94 -2.77 0.10
H -0.33 -2.77 2.54
H 1.78 -3.71 3.39
H 3.63 -4.22 1.83
H 3.34 -3.86 -0.60
H 1.25 -2.89 -1.46
H -2.26 -4.69 0.62
H -2.91 -6.70 -0.64
H -2.80 -6.72 -3.11
H -2.05 -4.71 -4.34
H -1.45 -2.66 -3.10
C 6.36 0.62 -2.04
C 4.89 0.42 -1.87
C 3.98 0.78 -2.87
C 2.64 0.62 -2.66
N 2.13 0.11 -1.52
C 2.99 -0.26 -0.55
C 4.36 -0.12 -0.70
H 6.63 0.78 -3.08
H 6.93 -0.22 -1.64
H 6.67 1.51 -1.47
H 4.33 1.20 -3.81
H 1.92 0.92 -3.42
H 2.57 -0.65 0.36
H 5.01 -0.43 0.11
S -0.70 2.39 -1.37
C -2.00 2.00 -0.36
N -2.87 1.71 0.34

Total charge: +2
Gap between HOMO and LUMO, eV: 6.47
E_LUMO, eV: -8.562
Largest force on an atom, hartree/bohr: 0.030
Highest occupied orbital energy, eV: -15.0

The highest E_LUMO belongs to which entry?
C26H23BrN3O6S2Tl

Which of these has the lowest highest occupied orbital energy?
C26H23N3OPSTl

Please write out number 1 again, unchanged.
C26H23BrN3O6S2Tl as an isolated structure. Source: the Open Molecules 2025 dataset; level of theory: ωB97M-V with the def2-TZVPD basis set.

Atoms and positions in Å:
Tl 0.92 -0.75 -0.97
C 5.75 0.81 0.94
C 4.33 0.61 0.44
N 3.44 0.13 1.49
C 2.86 1.15 2.37
C 3.46 1.15 3.77
C 3.17 -1.18 1.66
S 3.89 -2.40 0.74
N 2.31 -1.49 2.69
C 1.03 -1.30 2.53
O 0.42 -0.88 1.49
C 0.17 -1.58 3.74
C 0.65 -2.33 4.81
C -0.16 -2.57 5.90
C -1.45 -2.06 5.95
C -1.93 -1.30 4.89
C -1.12 -1.06 3.78
H 6.40 1.14 0.12
H 6.14 -0.13 1.34
H 5.79 1.57 1.72
H 4.32 -0.13 -0.37
H 3.90 1.54 0.05
H 1.78 1.03 2.41
H 3.04 2.11 1.89
H 3.28 0.20 4.27
H 2.99 1.94 4.36
H 4.53 1.34 3.74
H 1.66 -2.72 4.75
H 0.21 -3.17 6.73
H -2.09 -2.25 6.81
H -2.93 -0.89 4.91
H -1.47 -0.48 2.94
Br -3.65 1.14 1.55
C -2.08 2.20 1.76
C -2.01 3.08 2.83
C -0.87 3.86 2.97
C 0.16 3.76 2.05
C 0.09 2.85 1.00
C -1.04 2.06 0.85
C 1.30 2.72 0.06
O 2.12 3.64 0.07
O 1.37 1.65 -0.61
H -2.83 3.15 3.53
H -0.80 4.55 3.80
H 1.06 4.37 2.13
H -1.12 1.35 0.03
O -4.90 -3.17 -3.22
S -4.88 -2.10 -2.24
O -6.14 -1.42 -2.05
N -3.67 -1.08 -2.49
C -2.76 -1.13 -1.51
O -1.72 -0.46 -1.44
C -3.12 -2.11 -0.41
C -2.43 -2.39 0.76
C -2.97 -3.32 1.63
C -4.18 -3.95 1.35
C -4.88 -3.67 0.18
C -4.32 -2.74 -0.68
H -1.49 -1.88 0.98
H -2.45 -3.55 2.56
H -4.59 -4.67 2.05
H -5.82 -4.15 -0.05

Total charge: -2
Gap between HOMO and LUMO, eV: 7.22
E_LUMO, eV: 4.327
Largest force on an atom, hartree/bohr: 0.003
Highest occupied orbital energy, eV: -2.9